1.
37
Properties=species:S:1:pos:R:3:lowdin_charge:R:1 method="wB97M-V/def2-TZVPD" largest_force_ev_per_a=2.77 e_lumo_ev="-3.985 / -7.656" homo_energy_ev="-12.127 / -12.118" multiplicity=4 charge=+1 gap_ev="8.1 / 4.5"
H -0.497 1.527 -2.604 0.12
C -0.681 0.930 2.510 0.00
O -0.215 -1.836 2.049 0.28
H 1.469 -0.753 -1.740 0.14
H 0.043 1.702 2.341 0.07
H -1.659 -2.043 -1.047 0.09
H -0.612 3.542 -1.771 0.07
C 1.550 -2.457 0.004 0.00
H 0.690 3.441 -0.821 0.07
C 1.769 1.124 -0.063 -0.57
H 1.333 -3.388 0.512 0.10
H -2.756 -0.302 2.340 0.09
C 0.259 -1.626 -0.183 -0.41
H -3.106 0.334 0.777 0.10
H -2.592 -1.353 0.979 0.08
C 0.393 1.791 -2.045 -0.22
C -0.831 -2.602 -0.629 0.00
H -0.380 0.268 3.310 0.10
H 2.328 -1.883 0.487 0.09
Ni 4.537 1.339 -0.182 0.70
N 0.348 3.225 -1.748 0.04
H -0.219 -0.737 -2.063 0.13
H 1.225 1.614 -2.710 0.12
C -0.995 0.153 1.193 -0.39
H -0.758 2.115 0.423 0.13
O 2.763 1.530 -0.787 -0.09
O 1.828 0.895 1.149 0.05
C 0.510 -0.581 -1.280 -0.04
H -1.620 1.072 -0.641 0.13
H 1.883 -2.716 -0.986 0.10
H -0.445 -3.214 -1.426 0.11
C 0.478 0.878 -0.826 -0.34
H -1.590 1.431 2.803 0.10
N -0.019 -0.994 1.158 -0.02
C -0.774 1.113 0.033 -0.05
H -1.206 -3.210 0.180 0.09
C -2.450 -0.332 1.307 0.01

***

2.
36
Properties=species:S:1:pos:R:3:lowdin_charge:R:1 method="wB97M-V/def2-TZVPD" largest_force_ev_per_a=5.46 smiles="CC[C@H](C)[C@H](NC(=O)[C@@H]1CCCN1)C(=O)O" e_lumo_ev=0.317 homo_energy_ev=-9.220 charge=0 gap_ev=9.5 relative_energy_ev=6.1574
N 0.132 -0.786 0.264 0.05
C 2.091 0.476 0.124 -0.34
C -3.275 -1.221 -0.710 -0.08
H -4.019 -2.075 -0.697 0.11
C 2.424 -1.988 0.170 -0.39
H -2.591 -1.555 -1.632 0.14
C -2.155 -1.531 0.383 -0.20
H 2.130 3.492 -1.146 0.14
C -2.621 0.795 0.273 -0.24
C 1.502 -0.871 -0.250 -0.25
H 3.993 1.500 0.219 0.06
O 1.843 -2.894 1.029 0.08
H 0.680 3.652 0.077 0.06
H -4.748 0.212 -0.038 0.08
H 0.240 1.481 0.822 0.13
O -0.422 -2.310 -1.255 0.07
O 3.507 -2.196 -0.466 0.05
C -0.752 -1.671 -0.270 -0.45
H -0.207 -0.218 0.995 0.07
H -2.720 1.690 0.878 0.12
H 2.186 0.348 1.291 0.17
C 3.580 0.692 -0.328 -0.04
C -3.789 0.307 -0.431 -0.15
C 1.641 2.976 -0.064 -0.18
H 2.284 3.120 1.001 0.12
H 1.635 -0.912 -1.406 0.20
N -2.095 -0.262 1.167 -0.09
H -2.155 -2.282 1.099 0.12
H -4.002 0.836 -1.420 0.13
H -1.775 0.773 -0.504 0.12
H 3.575 0.611 -1.335 0.05
H 0.942 -2.636 1.444 0.15
H 0.158 1.450 -1.224 0.19
H -2.321 -0.274 2.195 0.15
H 4.144 -0.262 -0.084 0.09
C 0.961 1.533 -0.169 -0.24

***

3.
38
Properties=species:S:1:pos:R:3:lowdin_charge:R:1 method="wB97M-V/def2-TZVPD" largest_force_ev_per_a=3.37 smiles="CC[C@H](C)[C@H](N)C(=O)N[C@@H](CCC(=O)O)C(=O)O" e_lumo_ev=0.385 homo_energy_ev=-10.084 charge=0 gap_ev=10.5 relative_energy_ev=1.0416
N 0.752 -1.778 0.159 0.14
C -3.184 -0.756 1.794 -0.53
C -0.430 -1.798 -0.661 -0.25
C 0.683 0.778 0.276 -0.32
H 1.716 0.904 -2.129 0.09
H 2.536 -0.290 -1.041 0.11
C -1.996 -1.583 1.275 -0.09
H 0.125 0.840 -0.625 0.11
H 2.723 1.598 0.705 0.14
H 3.375 3.498 -1.651 0.07
H 1.146 -2.648 0.520 0.18
H 1.031 -1.603 -3.560 0.11
H 0.888 3.034 -1.331 0.13
H 2.828 5.015 -0.738 0.09
H -0.642 -2.910 -0.813 0.19
O 2.035 -0.629 1.577 0.05
C 2.923 3.859 -0.687 -0.11
H 3.603 3.626 0.140 0.07
H -1.929 0.651 1.910 0.08
C 1.181 -0.605 0.679 -0.45
O -2.888 0.489 2.132 0.10
O 0.808 -2.001 -2.733 0.11
C -1.580 -1.116 -0.077 -0.18
C 2.506 0.843 -1.329 -0.04
C 1.584 3.081 -0.433 -0.22
H 0.975 3.553 0.432 0.12
C 1.953 1.618 -0.086 -0.33
O -4.329 -1.163 1.809 0.09
H -0.441 2.225 1.363 0.11
N -0.066 1.259 1.423 0.07
H -1.153 -1.567 1.960 0.12
O -0.669 -0.332 -2.658 0.10
H -2.372 -2.592 1.234 0.12
C -0.157 -1.288 -2.094 -0.44
H -2.469 -1.188 -0.773 0.17
H 0.680 1.239 2.149 0.12
H 3.446 1.176 -1.734 0.07
H -1.416 -0.054 -0.063 0.09